Entry 1:
C2HO3Zn | ωB97M-V/def2-TZVPD

```
7
Properties=species:S:1:pos:R:3:forces:R:3:mulliken_charge:R:1
C 0.651232 -0.991579 -0.019086 -0.4 0.8 0.2 0.4887
Zn -2.289003 1.779427 -0.558821 -0.6 0.6 -0.6 0.9356
C -0.444666 -0.528575 0.197588 1.3 -0.2 -0.3 0.2271
O 1.828726 -1.501458 -0.227627 -0.6 -0.4 0.2 -0.4735
O -1.407808 0.334591 0.461013 -0.3 -1.8 0.3 -0.2731
O -0.837067 1.723041 0.500583 0.7 0.9 0.2 -0.2824
H 2.498586 -0.815446 -0.353650 0.0 0.1 -0.1 0.3777
```
Forces are in eV/Å.

* charge: +1
* LUMO level (alpha / beta): -8.53 / -8.53 eV
* orbital gap (alpha / beta): 4.75 / 4.75 eV

=====

Entry 2:
C2HO4S | ωB97M-V/def2-TZVPD

```
8
Properties=species:S:1:pos:R:3:forces:R:3:mulliken_charge:R:1
O 0.086016 -0.996729 0.150470 -0.2 -1.9 -1.0 -0.2985
S 0.131767 0.271549 0.933005 2.6 1.1 2.1 0.6768
C 1.217344 1.267198 0.159774 -1.3 -0.2 1.4 -0.5067
H 1.487679 2.115245 0.835597 -0.4 -0.4 -0.1 0.1896
O -1.801001 -0.262777 -0.997728 0.1 -0.2 0.1 -0.6001
O -0.046575 -0.094449 2.398798 0.0 1.2 -2.2 -0.6086
O -0.271666 -1.410724 -2.202425 0.8 -0.7 0.2 -0.5545
C -0.803564 -0.889314 -1.277492 -1.7 1.1 -0.5 0.7020
```
Forces are in eV/Å.

* charge: -1
* SMILES: C#S(=O)OC(=O)[O-]
* LUMO level: 3.12 eV
* orbital gap: 8.22 eV

=====

Entry 3:
C2HO4S | ωB97M-V/def2-TZVPD

```
8
Properties=species:S:1:pos:R:3:forces:R:3:mulliken_charge:R:1
O 1.268445 0.177005 -1.178299 0.6 0.2 -1.0 -0.3494
S -1.644257 0.110179 -0.196490 0.8 0.0 0.0 0.4621
C 0.282592 -0.311177 -0.111809 1.3 2.0 1.1 -0.2303
O 2.155607 1.447034 0.603052 0.5 0.3 -0.3 -0.5464
H 0.498693 -1.331704 0.191497 -0.1 -0.2 -0.1 0.2781
C 1.459369 0.689487 0.012144 -3.2 -2.2 0.6 0.6067
O -2.158696 -1.231457 -0.548272 0.0 -0.1 -0.1 -0.6178
O -1.861755 0.450633 1.228180 0.1 0.0 0.0 -0.6030
```
Forces are in eV/Å.

* charge: -1
* LUMO level: 3.87 eV
* orbital gap: 7.81 eV

=====

Entry 4:
C2HO4S | ωB97M-V/def2-TZVPD

```
8
Properties=species:S:1:pos:R:3:forces:R:3:mulliken_charge:R:1
C -0.411757 -0.682475 0.925419 3.8 -3.8 4.3 -0.1614
O 0.177099 0.853704 -0.435076 -1.5 5.0 -0.1 -0.2423
O 0.682281 -1.177800 1.700392 -5.1 2.2 -3.6 -0.6046
S 1.021187 -0.245491 -1.126880 3.4 -2.2 -3.2 0.3076
O 1.601988 0.208752 -2.489983 -1.5 -0.1 2.5 -0.5964
H -0.656724 -1.051854 -0.130007 0.3 -1.1 1.2 0.1918
C -0.743381 0.697589 0.714344 1.3 -1.8 -1.6 0.5936
O -1.670694 1.397573 0.841788 -0.6 1.8 0.6 -0.4884
```
Forces are in eV/Å.

* charge: -1
* SMILES: O=CC(=O)OS[O-]
* LUMO level (alpha / beta): 3.25 / 3.91 eV
* orbital gap (alpha / beta): 5.66 / 7.60 eV

=====

Entry 5:
C2HgO4 | ωB97M-V/def2-TZVPD

```
7
Properties=species:S:1:pos:R:3:forces:R:3:mulliken_charge:R:1
C -1.079953 0.816050 0.659677 0.4 0.5 -0.1 0.5826
O -2.212367 1.286119 0.481281 0.0 0.7 0.0 -0.6248
O 1.753948 0.039529 -1.784206 0.3 -0.5 -0.1 -0.3772
Hg -2.957557 -0.871460 0.595680 -1.2 -1.0 0.0 0.6745
C 2.345134 -0.320130 -0.851222 -0.5 0.8 0.4 0.7400
O -0.741569 -0.373270 0.760784 0.8 -0.2 0.1 -0.6312
O 2.892366 -0.576840 0.138004 0.2 -0.4 -0.3 -0.3639
```
Forces are in eV/Å.

* LUMO level (alpha / beta): 0.02 / -3.51 eV
* expectation value of S²: 2.004
* orbital gap (alpha / beta): 7.79 / 7.30 eV
* 2S+1: 3

=====

Entry 6:
C2IN2P | ωB97M-V/def2-TZVPD

```
6
Properties=species:S:1:pos:R:3:forces:R:3:mulliken_charge:R:1
I -2.749176 -0.531057 1.284794 0.9 -0.1 0.1 0.5444
N -1.512107 -1.928239 -0.104980 -1.7 1.3 2.6 -0.3162
C -0.968898 -2.312720 -1.046505 1.2 -0.8 -2.0 -0.2075
P -1.552484 0.806649 2.860108 -0.8 -0.7 -0.3 -0.0314
C -1.023065 1.959995 1.643716 0.3 -0.5 0.0 0.2988
N -0.411729 2.309399 0.734073 0.1 0.8 -0.4 -0.2881
```
Forces are in eV/Å.

* LUMO level (alpha / beta): -3.21 / -3.13 eV
* orbital gap (alpha / beta): 6.51 / 6.70 eV

=====

Entry 7:
C2INO3 | ωB97M-V/def2-TZVPD

```
7
Properties=species:S:1:pos:R:3:forces:R:3:mulliken_charge:R:1
O 0.116391 2.292259 0.369633 -0.7 -0.7 -0.2 -0.2767
O 1.153459 -0.799227 1.430017 1.5 -0.5 0.3 -0.4611
O 0.929317 -1.614195 -0.789659 0.3 -0.4 -0.8 -0.6266
C -0.613997 1.436094 0.048043 0.7 1.5 -0.2 -0.0597
C 0.629294 -0.996486 0.189040 0.2 -0.1 0.7 0.7759
N -0.173264 -0.221427 0.835826 -1.9 0.3 0.2 -0.3517
I -17.718073 -0.291074 0.642220 0.0 0.0 0.0 -1.0000
```
Forces are in eV/Å.

* charge: -2
* LUMO level: 5.16 eV
* orbital gap: 7.51 eV

=====

Entry 8:
C2N2O | ωB97M-V/def2-TZVPD

```
5
Properties=species:S:1:pos:R:3:forces:R:3:mulliken_charge:R:1
O 0.766159 0.814956 -0.031676 -1.3 -0.4 0.5 -0.0897
N 0.902332 -0.756146 0.013559 2.6 0.1 -0.4 -0.0133
N -0.242850 -1.221842 0.009948 -0.8 -0.6 0.3 -0.1919
C -0.582500 1.245085 0.066396 0.9 -0.5 -0.3 -0.2286
C -0.843139 -0.082055 -0.058226 -1.4 1.4 -0.1 0.5235
```
Forces are in eV/Å.

* LUMO level: -1.89 eV
* orbital gap: 8.95 eV

=====

Entry 9:
C2N2S2 | ωB97M-V/def2-TZVPD

```
6
Properties=species:S:1:pos:R:3:forces:R:3:mulliken_charge:R:1
N 1.581626 -0.111455 0.861989 -0.1 1.3 2.0 -0.2139
C 0.938618 -0.000676 -0.320836 -3.8 -0.3 -0.5 0.4235
S 1.847988 -1.445300 -0.169606 0.5 -2.1 -1.3 0.0436
C -1.460982 -0.072274 -0.272008 5.0 0.1 -0.3 0.0242
N -2.548016 0.147587 -0.002179 -1.7 0.2 0.3 -0.3140
S 1.951956 1.353550 -0.191348 0.1 0.9 -0.2 0.0366
```
Forces are in eV/Å.

* LUMO level: -3.12 eV
* orbital gap: 7.55 eV

=====

Entry 10:
C2N3O | ωB97M-V/def2-TZVPD

```
6
Properties=species:S:1:pos:R:3:forces:R:3:mulliken_charge:R:1
C -0.376980 1.012713 -0.214474 -4.6 1.8 0.7 -0.5120
N -2.517919 -0.558121 0.169536 0.8 1.1 0.1 -0.4933
O 2.538637 -0.529904 -0.105821 3.3 -1.7 -2.3 -0.5823
C -1.622426 0.172138 0.005322 -0.9 -0.3 -1.3 0.4765
N 1.476423 -0.258479 0.371271 -0.4 1.0 3.3 -0.2254
N 0.502267 0.161654 -0.225836 1.8 -1.9 -0.5 0.3366
```
Forces are in eV/Å.

* charge: -1
* LUMO level: 4.67 eV
* orbital gap: 8.02 eV

=====

Entry 11:
C2N3O2S | ωB97M-V/def2-TZVPD

```
8
Properties=species:S:1:pos:R:3:forces:R:3:mulliken_charge:R:1
S -2.493950 0.993992 0.091789 3.5 -0.9 0.0 -0.0562
C -0.795517 1.201914 0.691564 -0.4 -0.2 0.2 -0.2764
O 1.915322 -0.503474 1.469568 -0.2 -0.4 -1.4 -0.5820
C 1.640509 -0.362630 0.296020 -0.4 1.2 3.8 0.6577
N -0.754192 -0.661398 -0.552285 -2.0 -2.8 -2.7 -0.3084
O 1.976190 -0.234392 -0.809727 1.6 -0.5 -2.6 -0.5029
N -0.104341 0.124052 0.187805 -0.8 3.9 2.9 0.3831
N -1.965030 -0.432184 -0.775045 -1.3 -0.2 -0.2 -0.3148
```
Forces are in eV/Å.

* charge: -1
* LUMO level: 3.52 eV
* orbital gap: 8.38 eV

=====

Entry 12:
C2N3O3S | ωB97M-V/def2-TZVPD

```
9
Properties=species:S:1:pos:R:3:forces:R:3:mulliken_charge:R:1
N 2.592048 0.658101 0.360979 -1.3 -1.4 -0.1 0.6701
C -0.453252 -0.950068 -0.315866 0.6 -1.3 -0.4 0.4016
O 3.097097 1.679055 0.636853 1.3 2.1 0.5 -0.6285
O 0.040421 -0.573981 -1.354578 0.3 0.6 -1.0 -0.5997
C -2.415411 0.355124 0.045479 0.6 -0.7 0.8 0.5705
S 0.137469 -1.943095 0.883880 0.1 -1.5 1.4 -0.5551
N -1.786781 -0.649570 -0.061731 -2.1 0.7 -0.5 -0.2385
O -3.063481 1.265589 0.366692 -1.1 1.3 -0.1 -0.5084
N 2.022133 -0.275783 0.158013 1.5 0.2 -0.6 -0.1121
```
Forces are in eV/Å.

* charge: -1
* LUMO level: 3.64 eV
* orbital gap: 7.04 eV

=====

Entry 13:
C2O2S | ωB97M-V/def2-TZVPD

```
5
Properties=species:S:1:pos:R:3:forces:R:3:mulliken_charge:R:1
O -2.062040 0.825332 -0.222375 3.9 -0.7 3.1 -0.2156
O 0.160440 -1.277735 -0.467298 -5.4 -4.6 -2.3 -0.2939
C -1.166336 0.664801 0.517413 -4.3 1.2 -2.8 0.1516
C 0.999609 -0.595337 -0.130553 1.5 -0.2 0.1 0.5762
S 2.068327 0.382939 0.302812 4.4 4.3 1.9 -0.2183
```
Forces are in eV/Å.

* LUMO level (alpha / beta): 0.65 / -3.97 eV
* expectation value of S²: 2.005
* orbital gap (alpha / beta): 6.31 / 7.19 eV
* 2S+1: 3

=====

Entry 14:
C2O2S2 | ωB97M-V/def2-TZVPD

```
6
Properties=species:S:1:pos:R:3:forces:R:3:mulliken_charge:R:1
O 0.754021 -0.543775 1.073692 1.5 2.6 2.2 -0.3515
S -1.331435 0.480360 -1.162800 -1.2 -1.1 -1.2 -0.3268
S 0.652826 2.325285 0.263464 0.0 -0.2 -0.5 -0.2385
C -0.253198 1.327749 -0.513392 0.8 2.2 1.2 0.5421
C 0.286302 -1.356063 0.442935 1.4 1.6 1.9 0.6751
O -0.108516 -2.233555 -0.103899 -2.6 -5.2 -3.6 -0.3004
```
Forces are in eV/Å.

* LUMO level: -0.16 eV
* orbital gap: 9.59 eV

=====

Entry 15:
C2O3 | ωB97M-V/def2-TZVPD

```
5
Properties=species:S:1:pos:R:3:forces:R:3:mulliken_charge:R:1
C -2.252257 0.645653 0.067101 -1.6 -4.0 0.1 0.1644
O 2.763658 0.133848 0.087230 0.3 0.2 0.0 -0.3740
C 1.631683 -0.058352 -0.053129 2.5 0.2 0.3 0.6807
O 0.527922 -0.281839 -0.186302 -2.7 -0.4 -0.4 -0.3106
O -2.671007 -0.439312 0.085100 1.5 4.0 -0.1 -0.1605
```
Forces are in eV/Å.

* LUMO level: 0.53 eV
* orbital gap: 13.56 eV

=====

Entry 16:
C2O3 | ωB97M-V/def2-TZVPD

```
5
Properties=species:S:1:pos:R:3:forces:R:3:mulliken_charge:R:1
O -0.080385 0.674980 0.431123 0.2 -0.3 -0.2 -0.4026
C 0.416628 -1.674206 0.324267 1.5 4.0 -5.5 0.2248
O -0.324728 2.001090 -1.441581 0.0 0.3 -0.9 -0.3167
C -0.181150 1.306611 -0.541495 -0.2 0.0 1.1 0.7603
O 0.169635 -2.308474 1.227686 -1.5 -4.0 5.5 -0.2658
```
Forces are in eV/Å.

* LUMO level (alpha / beta): 0.38 / -4.02 eV
* expectation value of S²: 2.009
* orbital gap (alpha / beta): 6.75 / 9.60 eV
* 2S+1: 3

=====

Entry 17:
C2O3S | ωB97M-V/def2-TZVPD

```
6
Properties=species:S:1:pos:R:3:forces:R:3:mulliken_charge:R:1
C 2.085149 -0.113850 0.573547 0.7 0.0 1.0 0.7274
O -1.236561 -0.437962 -1.342371 -0.1 -0.2 0.2 -0.3261
S -3.089915 0.736786 0.244627 -0.2 0.0 0.2 -0.2954
C -2.027372 0.025554 -0.642458 0.2 0.2 -0.5 0.6218
O 2.204382 0.039259 -0.562734 -0.3 0.0 -0.6 -0.3514
O 2.064318 -0.249787 1.729390 -0.4 0.0 -0.5 -0.3763
```
Forces are in eV/Å.

* SMILES: O=C=O.O=C=S
* LUMO level: 0.40 eV
* orbital gap: 11.26 eV

=====

Entry 18:
C2O3S | ωB97M-V/def2-TZVPD

```
6
Properties=species:S:1:pos:R:3:forces:R:3:mulliken_charge:R:1
S 1.115990 0.784090 -0.136708 -1.1 0.8 -0.1 0.3075
O -2.761613 0.726180 0.214521 -0.5 0.2 0.2 -0.1227
C -1.813015 0.415422 -0.288622 0.4 -0.1 -0.2 0.0806
O 0.380115 -1.916404 -0.000261 0.3 3.5 0.4 -0.3272
C 0.537461 -0.742860 0.024485 -0.4 -4.4 -0.5 0.5931
O 2.541063 0.733570 0.186584 1.3 0.0 0.2 -0.5313
```
Forces are in eV/Å.

* LUMO level: -0.96 eV
* orbital gap: 8.17 eV

=====

Entry 19:
C2O3S | ωB97M-V/def2-TZVPD

```
6
Properties=species:S:1:pos:R:3:forces:R:3:mulliken_charge:R:1
O 2.082043 -1.695293 0.021273 2.5 0.4 -0.7 -0.3365
O -1.846518 2.952863 -0.551858 -0.1 -0.2 0.0 -0.3159
O -0.060183 -2.388046 0.288002 -2.5 -1.3 0.0 -0.3173
C -1.123794 2.138968 -0.175570 0.0 0.5 -0.2 0.6333
S -0.076692 1.105685 0.326025 0.1 -0.3 0.1 -0.3246
C 1.025146 -2.114178 0.092128 0.0 0.9 0.7 0.6610
```
Forces are in eV/Å.

* SMILES: O=C=O.O=C=S
* LUMO level: 0.44 eV
* orbital gap: 11.28 eV

=====

Entry 20:
C2O5S | ωB97M-V/def2-TZVPD

```
8
Properties=species:S:1:pos:R:3:forces:R:3:mulliken_charge:R:1
O 2.277539 0.326286 -0.529520 -1.9 -0.7 1.1 -0.4669
O -0.707975 1.998642 0.054516 -0.2 0.4 -0.8 -0.3561
O 0.645025 0.111432 1.382990 0.7 -0.8 0.6 -0.4584
C -1.440314 -0.213358 -0.023788 -4.2 -5.0 -0.4 0.6706
O 0.678124 -1.581567 -0.419086 0.7 0.5 0.4 -0.5216
O -1.933790 -1.201646 -0.334102 0.7 1.8 0.7 -0.1569
S 1.093372 -0.285167 0.054437 1.4 0.3 -1.7 1.0915
C -0.611984 0.845380 -0.185448 2.9 3.5 0.0 0.1978
```
Forces are in eV/Å.

* LUMO level (alpha / beta): -2.90 / -2.90 eV
* orbital gap (alpha / beta): 7.77 / 7.77 eV